DFT (ωB97M-V/def2-TZVPD) results for a molecular structure, C38H54F4N5O9STl.

```
112
Properties=species:S:1:pos:R:3:forces:R:3:mulliken_charge:R:1
Tl 0.52604 4.09825 -3.02458 0.066 -0.966 0.377 0.996
C -0.32658 -0.57967 -0.45975 0.867 1.649 -0.493 0.135
F -1.41721 -0.13213 0.13874 -0.453 0.041 0.634 -0.105
F 0.05955 -1.71026 0.08154 0.066 -0.696 0.389 -0.058
F -0.61318 -0.75613 -1.73387 -0.072 -0.449 -0.617 -0.161
S 1.05055 0.70306 -0.35861 1.094 2.568 -0.186 0.534
O 0.68739 1.91055 -1.10424 -0.652 -1.664 0.344 -0.153
O 1.18933 1.03579 1.07435 -0.301 -1.149 -0.281 -0.220
O 2.22353 0.04377 -0.92959 -0.617 -0.483 0.313 -0.365
N 4.88010 2.07332 -0.38825 0.602 -0.787 0.494 -0.124
C 6.05665 2.01064 -1.02967 -0.284 1.357 -0.531 -0.440
C 7.00464 1.01588 -0.92831 -0.180 -1.385 0.856 -0.719
C 6.71362 -0.02122 -0.04308 0.160 -0.109 -0.696 -0.408
C 5.51062 -0.00427 0.63524 0.671 -0.287 0.411 -0.560
C 4.64718 1.06943 0.47697 -0.230 0.404 -0.286 -0.381
H 6.31130 2.86351 -1.65263 -0.332 0.003 -0.119 0.569
H 7.90224 0.99069 -1.52632 0.048 0.298 0.016 0.433
H 7.37306 -0.87077 0.07869 0.113 0.111 -0.012 0.422
H 5.32060 -0.80950 1.33173 -0.323 0.116 0.023 0.356
H 3.75860 1.10410 1.09189 -0.237 0.212 -0.224 0.734
N -2.24070 3.24367 -1.68967 -0.819 -0.448 0.282 0.160
C -3.14050 4.13774 -1.25940 0.704 0.429 0.008 -0.434
C -4.46558 3.86651 -0.93705 0.455 -0.002 0.099 -0.827
C -4.86364 2.54673 -0.95962 -0.288 -0.617 -0.419 -0.337
C -3.96251 1.56955 -1.38556 -0.217 0.895 0.269 -1.373
C -2.69215 1.98349 -1.74323 0.384 -0.567 -0.290 0.221
H -2.71068 5.12579 -1.12668 -0.398 0.193 -0.156 0.448
H -5.12992 4.67390 -0.66734 -0.017 -0.028 0.110 0.467
H -5.87748 2.24931 -0.71808 -0.026 0.175 0.078 0.554
H -4.24940 0.53076 -1.46317 0.063 -0.050 -0.022 0.814
H -2.01815 1.21156 -2.08974 0.310 0.267 -0.091 0.355
N -5.24939 0.04734 4.71099 0.169 -0.298 0.000 -0.460
C -4.11740 -0.47709 4.23064 -0.394 1.600 0.631 -0.303
C -3.81204 -0.41258 2.88471 0.272 -0.955 -1.098 -0.135
C -4.77781 0.01084 1.98580 -0.568 0.478 0.342 -0.224
C -5.95382 0.53816 2.49383 -0.409 -0.050 0.072 -0.342
C -6.15684 0.53974 3.88146 0.726 -0.186 0.227 -0.304
H -3.39841 -0.74792 4.99599 0.029 -0.609 -0.134 0.354
H -2.91716 -0.84705 2.45148 0.190 0.051 0.409 0.409
H -4.62579 -0.04438 0.91765 0.174 0.083 -0.004 0.467
H -6.72899 0.97902 1.88025 0.112 -0.099 -0.189 0.382
H -7.00980 1.00244 4.35924 -0.166 0.026 -0.209 0.407
N -2.61861 -0.49380 -4.44278 -0.856 0.161 -0.352 -0.178
C -2.33424 -1.77169 -4.63310 0.312 -1.076 0.918 -0.135
C -3.27146 -2.77650 -4.86738 -0.229 0.773 -0.782 -0.785
C -4.59649 -2.39096 -5.03192 -0.096 -0.397 1.034 -0.264
C -4.93917 -1.06833 -4.79382 0.360 0.623 0.008 -0.774
C -3.92309 -0.15288 -4.55605 0.939 -0.095 0.023 -0.355
H -1.31764 -2.09958 -4.42783 0.127 0.331 -0.283 0.395
H -2.95013 -3.79983 -4.99050 -0.025 -0.033 0.024 0.420
H -5.37366 -3.13550 -5.14842 0.022 0.014 -0.275 0.380
H -5.95716 -0.71035 -4.73719 -0.102 -0.176 -0.335 0.391
H -4.07956 0.91291 -4.45216 -0.441 -0.018 0.121 0.637
N 0.71271 -7.00867 1.24825 0.400 -0.033 0.152 -0.438
C 0.59534 -7.96754 0.34076 -0.427 0.433 0.002 -0.285
C -0.05275 -7.72556 -0.87431 -0.087 -0.320 -0.352 -0.234
C -0.63954 -6.49963 -1.09137 0.634 0.550 -0.374 -0.582
C -0.33964 -5.45903 -0.22355 -0.692 -0.186 0.511 -0.094
C 0.32139 -5.77196 0.97644 0.128 -0.286 -0.448 -0.349
H 0.90696 -8.97401 0.58622 0.145 0.037 0.199 0.392
H -0.13353 -8.49303 -1.63329 -0.110 -0.187 0.237 0.387
H -1.21243 -6.32686 -1.99307 0.013 0.045 0.005 0.419
H -0.66065 -4.44458 -0.41829 0.037 0.016 -0.002 0.440
H 0.59185 -4.99624 1.68326 0.003 0.017 0.069 0.653
C 2.48839 -1.72330 2.76146 -0.536 0.363 -0.440 -0.304
O 1.33420 -2.36652 3.32347 0.471 0.354 0.376 -0.517
H 2.16599 -1.39753 1.77300 0.313 0.002 -0.073 -0.257
H 2.76405 -0.81599 3.30545 -0.003 -0.085 0.150 0.347
H 3.35639 -2.37826 2.67974 -0.088 -0.156 0.088 0.485
H 1.39919 -2.21976 4.27401 -0.102 -0.387 -0.023 0.260
C -0.85927 3.30455 1.84077 0.192 0.473 0.646 0.282
O 0.49932 3.57674 1.60985 -0.092 -0.366 -0.144 -0.484
H -1.37287 4.20361 2.18040 0.183 0.187 -0.210 0.409
H -1.40777 2.89339 0.98775 0.226 -0.215 -0.167 -0.307
H -0.90678 2.61010 2.68644 -0.397 -0.467 0.048 -0.113
H 0.91386 2.69589 1.41644 -0.185 0.554 -0.244 0.219
C 0.38154 0.75114 -4.96230 0.481 -0.742 0.122 -0.537
O -0.50866 1.49402 -4.15354 0.003 0.285 -0.021 -0.146
H 1.31801 1.28404 -5.09212 -0.154 0.365 -0.081 0.067
H 0.68057 -0.18217 -4.46658 -0.135 -0.016 0.061 0.124
H -0.02763 0.47553 -5.93607 -0.164 0.237 -0.031 0.380
H -1.30288 0.93258 -4.05414 0.034 0.064 -0.196 0.275
C 2.77263 -3.39398 -0.32461 -1.468 0.093 0.536 -0.177
O 3.70524 -2.40426 -0.61907 0.699 -0.145 0.085 -0.448
H 2.16449 -3.11762 0.55042 0.116 -0.051 -0.019 -0.227
H 2.02064 -3.51313 -1.12374 0.210 -0.066 -0.178 0.262
H 3.18191 -4.37485 -0.09345 0.625 0.196 -0.289 0.425
H 3.28706 -1.52994 -0.56526 -0.221 -0.073 -0.221 0.215
C 3.87708 1.94461 -4.11417 0.722 -0.615 -0.108 -0.668
O 2.79418 1.99739 -3.22002 -0.531 0.565 0.034 -0.069
H 3.94202 0.95727 -4.59146 0.139 0.078 0.124 0.306
H 3.79049 2.66513 -4.92809 -0.405 0.181 0.267 0.305
H 4.81821 2.15979 -3.59260 0.011 -0.099 -0.145 0.158
H 2.91403 1.38253 -2.48028 -0.069 -0.016 -0.221 -0.112
C 3.21988 4.91319 -0.03859 -0.413 0.469 -0.299 -0.716
O 2.87178 3.95203 -1.01541 0.145 -0.290 0.240 -0.001
H 2.32389 5.43646 0.30145 -0.128 -0.185 -0.081 0.254
H 3.68924 4.47588 0.84162 0.288 -0.055 -0.109 0.266
H 3.84181 5.68178 -0.51324 0.347 -0.065 0.300 0.268
H 3.55751 3.23249 -0.97154 -0.430 0.383 0.039 0.327
F 1.07889 3.32624 6.11429 -0.014 -0.266 -0.071 -0.230
C 0.50830 2.16953 5.88259 -0.093 0.461 0.006 0.524
C -0.24457 1.57080 6.89197 -0.035 -1.001 0.494 -0.661
C -0.81624 0.34582 6.62036 0.001 -0.127 0.357 -0.451
C -0.68881 -0.26505 5.35717 0.052 0.358 -0.691 -1.055
C -0.00785 0.41328 4.33746 0.219 -0.447 -0.075 -0.030
C 0.62401 1.59770 4.59975 -0.454 0.198 -0.863 -0.508
H -0.25905 1.95501 7.90213 -0.079 0.330 -0.124 0.456
H -1.33885 -0.23139 7.37245 0.001 0.326 0.233 0.440
H -1.12886 -1.23119 5.14953 0.014 -0.031 0.138 0.813
H 0.05592 0.00219 3.33681 -0.044 -0.037 0.035 0.757
H 1.04093 2.13526 3.75689 0.403 0.215 0.317 0.563
```
Forces are in eV/Å.

## Properties
orbital gap = 1.6 eV
charge = +2
HOMO level = -13.25 eV
E = -92535.6436 eV


DFT (ωB97M-V/def2-TZVPD) results for a single C8H18N2O molecule.

```
29
Properties=species:S:1:pos:R:3:forces:R:3:nbo_charge:R:1
C -2.89255 1.22798 0.25161 1.025 0.697 1.177 -0.606
C -2.34374 -0.16148 0.38566 0.979 -0.192 -0.632 -0.423
C -0.85752 -0.24746 0.80539 1.784 0.297 -1.721 -0.052
C -0.27251 -1.46720 1.58679 1.042 3.084 0.001 -0.609
C 1.06855 0.87548 -0.50883 1.060 -2.101 0.661 -0.064
C 0.51466 2.24346 -0.57012 -1.094 1.573 -0.201 -0.624
C 2.11279 0.64715 0.61060 -1.891 -0.556 1.122 -0.403
C 3.15982 -0.40553 0.34907 -1.347 -2.536 2.718 -0.604
H -2.56861 1.90138 -0.50375 1.330 0.145 -0.946 0.208
H -2.76193 1.78116 1.18110 -0.378 0.060 0.218 0.193
H -3.88907 1.15910 -0.02205 -2.348 -0.205 0.100 0.215
H -2.39630 -0.61078 -0.58670 -0.247 -0.591 -0.364 0.231
H -3.02955 -0.69562 1.02121 0.101 -0.470 0.526 0.212
H -0.56825 0.75393 1.18440 -0.412 -0.846 1.002 0.208
H -0.87903 -1.60488 2.41060 -1.383 -1.082 1.703 0.209
H -0.05781 -2.30151 0.99402 -0.496 -1.348 -0.941 0.229
H 0.72480 -1.20405 2.00389 -0.637 0.130 -0.273 0.208
H 1.52283 0.67614 -1.50211 0.075 0.093 0.621 0.228
H 1.35238 2.95591 -0.55892 -0.337 -0.076 -0.270 0.220
H -0.22972 2.62524 0.19654 0.896 -0.910 -0.622 0.214
H 0.01287 2.22290 -1.54978 -0.059 0.837 0.297 0.222
H 2.75956 1.45799 0.61907 0.505 2.459 0.454 0.203
H 1.52668 0.57271 1.65040 1.652 0.183 -2.159 0.198
H 2.79506 -1.45312 0.53851 0.129 0.779 -0.425 0.199
H 3.49770 -0.36432 -0.63229 0.833 0.190 -1.745 0.211
H 3.96673 -0.30407 1.08416 0.087 0.182 -0.395 0.211
N 0.04195 -0.16089 -0.42570 -1.335 -0.591 -0.137 -0.273
N 0.08467 -1.06600 -1.42690 4.078 4.373 -0.400 0.232
O -0.70019 -1.90679 -1.50265 -3.611 -3.576 0.631 -0.389
```
Forces are in eV/Å.

## Properties
SMILES = CC[C@@H](C)N(N=O)[C@@H](C)CC
orbital gap = 9.4 eV
charge = 0
HOMO level = -8.42 eV
E = -13612.1846 eV


DFT (ωB97M-V/def2-TZVPD) results for a single C2H4N2O2S molecule.

```
11
Properties=species:S:1:pos:R:3:forces:R:3:nbo_charge:R:1
C 0.53427 0.23789 0.10453 -0.198 -1.470 0.954 0.254
C -0.96383 0.25562 -0.20320 -1.143 0.982 -0.288 0.356
H 0.34643 2.24366 0.59555 0.027 -0.649 -0.275 0.421
H 1.93415 1.59501 0.85503 -1.085 -0.507 -0.470 0.409
H 1.42451 -2.66858 -0.02459 -0.023 0.346 0.044 0.485
H -2.88372 -0.43683 -1.08967 -0.494 0.358 -0.078 0.133
N 0.98275 1.46106 0.47890 1.265 1.183 0.254 -0.802
N 1.31615 -0.79470 0.21752 -0.283 0.744 -0.074 -0.190
O 0.69146 -2.04583 0.06699 -0.268 0.472 -0.374 -0.574
O -1.63686 1.25379 0.02914 1.262 -0.945 0.055 -0.557
S -1.74532 -1.10107 -1.03020 0.939 -0.515 0.253 0.065
```
Forces are in eV/Å.

## Properties
SMILES = N/C(=N/O)C(=O)S
orbital gap = 8.9 eV
charge = 0
HOMO level = -8.80 eV
E = -20047.4516 eV


DFT (ωB97M-V/def2-TZVPD) results for 2 unconnected molecules or ions with the total composition C6H10O.

```
17
Properties=species:S:1:pos:R:3:forces:R:3:nbo_charge:R:1
C -1.34296 -0.36906 0.32096 0.040 -0.020 0.035 -0.435
C -0.71230 -1.45325 -0.58138 -0.233 0.049 -0.125 -0.073
O 0.63411 -1.83005 -0.24267 0.058 -0.027 -0.015 -0.492
C 1.40032 -0.78325 0.14952 0.064 0.184 0.027 0.103
C 1.19537 0.44731 -0.30277 -0.327 -0.080 -0.013 -0.109
C 0.27203 1.33472 -0.61009 0.138 -0.183 -0.083 -0.215
C -1.15376 1.07928 -0.17263 -0.049 0.007 0.029 -0.428
H -0.94786 -0.48250 1.33723 -0.013 -0.006 -0.137 0.218
H -2.41916 -0.57179 0.38700 0.161 -0.003 -0.003 0.219
H -1.26493 -2.39171 -0.49034 0.030 0.154 -0.050 0.199
H -0.73696 -1.13905 -1.63286 -0.026 0.003 0.097 0.178
H 2.94825 0.89319 1.74866 0.106 0.101 0.048 -0.019
H 2.18327 -1.06706 0.84821 -0.168 0.086 -0.066 0.199
H 2.78691 1.15902 1.06966 0.129 0.035 0.200 0.016
H 0.45934 2.15124 -1.30550 -0.042 -0.180 -0.039 0.209
H -1.75881 1.22149 -1.08033 0.035 -0.006 0.145 0.210
H -1.54286 1.80148 0.55733 0.098 -0.112 -0.053 0.219
```
Forces are in eV/Å.

## Properties
SMILES = C1=CCCCOC=1.[H][H]
orbital gap = 9.3 eV
charge = 0
HOMO level = -8.39 eV
E = -8427.9193 eV


F_max list, top to bottom, in eV/A: 2.8 6.0 1.8 0.3